(1)
DFT (ωB97M-V/def2-TZVPD) results for C32H37F5MoNO4PS3 as an isolated structure at a distorted geometry.

The value obtained for the max |F| is 1.7 eV Å⁻¹. As for the relative energy (zero: lowest compared OMol25 entry of this formula, charge and spin): 32.8 kcal/mol. For the HOMO-LUMO gap (spin up / spin down), the calculation gives 6.54 / 6.47 eV.

Cartesian coordinates (Å):
C  1.837  4.169  -0.846
H  3.534  1.036  4.639
S  -4.382  0.581  -1.005
C  -1.009  4.517  -3.307
P  1.119  -0.748  0.160
H  -5.035  -2.773  2.134
S  -1.535  0.031  2.051
C  0.073  -4.353  -2.088
C  1.492  3.017  2.734
H  2.721  -0.115  2.745
H  1.477  3.916  3.342
Mo  -1.325  0.135  -0.249
H  -2.970  -2.224  4.375
H  0.485  5.763  -2.417
C  3.101  2.006  4.394
H  -2.264  0.587  -3.185
C  -1.412  -3.405  -0.402
H  1.111  -0.877  -2.903
C  1.898  -0.222  -2.531
C  0.022  4.779  -2.418
H  2.713  -1.745  -1.296
C  3.144  -2.479  1.275
C  -1.426  3.196  -3.409
C  -0.371  -5.574  -0.096
H  1.150  -3.433  2.821
F  -1.747  -4.737  1.547
H  1.515  0.797  -2.479
C  2.427  -0.696  -1.178
F  1.052  -6.460  -1.740
O  -5.146  1.780  -1.163
C  0.745  2.981  1.571
C  -1.194  -4.552  0.348
H  -2.485  5.252  -4.690
H  4.050  -0.158  0.203
H  1.730  4.958  -0.097
C  0.265  -5.482  -1.316
H  -2.674  -0.478  4.450
H  1.182  -1.686  3.113
H  3.717  -2.418  0.351
C  -1.581  5.596  -4.189
F  -0.185  -6.647  0.665
C  0.898  -2.458  2.393
C  -0.964  2.225  -2.540
F  0.687  -4.230  -3.260
H  -3.812  -3.847  2.837
H  -0.179  -2.409  2.276
H  -0.995  0.029  -2.125
H  2.520  2.345  5.253
C  3.658  0.115  -0.777
O  -2.827  1.095  -0.606
H  0.134  3.828  1.282
C  -3.149  -1.270  3.874
N  -0.021  1.652  -0.393
H  -1.836  6.481  -3.603
C  0.530  3.827  -1.537
H  3.567  -1.768  1.985
O  -4.130  -0.187  -2.209
C  1.444  0.707  1.223
H  -0.570  0.499  -3.715
O  -4.706  -0.218  0.165
C  2.191  0.761  2.393
C  -0.758  -3.354  -1.628
H  -0.866  5.905  -4.956
F  -0.918  -2.285  -2.416
C  -0.121  2.581  -1.466
H  -4.227  -1.089  3.869
H  3.299  -3.478  1.689
C  -4.082  -3.275  1.948
H  -2.120  2.906  -4.193
H  3.921  2.713  4.254
H  2.527  4.537  -1.607
H  3.421  1.181  -0.752
H  2.711  -0.231  -3.263
C  -3.030  -2.249  1.615
H  -4.234  -3.973  1.126
H  4.447  -0.039  -1.517
H  2.307  3.317  -0.366
C  2.249  1.924  3.153
C  1.640  -2.275  1.070
C  -1.234  0.781  -2.900
C  -2.634  -1.296  2.459
S  -2.610  -2.096  -0.106
C  0.750  1.838  0.784
H  1.304  -3.052  0.377

---

(2)
DFT (ωB97M-V/def2-TZVPD) results for a 2-piece molecular cluster, C11H15F4IN2O overall at a distorted geometry.

The value obtained for the max |F| is 2.6 eV Å⁻¹. For the HOMO-LUMO gap, the calculation gives 4.27 eV.

Cartesian coordinates (Å):
H  3.399  -0.683  -0.840
H  -2.738  2.504  -3.841
C  -0.591  0.145  2.565
O  -0.775  1.834  -3.413
C  1.795  0.043  -2.053
H  -2.513  1.889  -1.397
C  -2.671  1.152  -2.190
H  -1.571  0.310  3.017
H  -0.086  0.671  -2.899
C  2.344  -0.470  -0.875
H  0.772  1.649  3.244
H  -3.752  0.957  -2.245
C  -0.866  -0.433  1.177
C  -2.116  1.631  -3.542
F  1.189  -3.349  0.923
N  -0.358  0.116  -0.966
C  1.483  -2.577  1.989
H  0.591  1.711  1.516
H  -2.436  0.862  -4.282
H  0.660  -2.449  2.690
H  2.393  0.226  -2.932
F  3.398  -1.682  1.118
F  2.358  -0.348  2.390
C  0.034  1.570  2.444
C  2.137  -1.281  1.434
I  -2.007  -2.301  1.221
C  1.476  -0.669  0.182
H  -2.183  0.223  -1.902
C  0.422  0.281  -1.988
H  -1.651  0.213  0.794
H  -0.717  2.347  2.557
F  2.441  -3.244  2.680
H  -0.040  -0.482  3.262
N  0.179  -0.365  0.160

---

(3)
DFT (ωB97M-V/def2-TZVPD) results for a 2-piece molecular cluster, C3H9NO3S2 overall at a distorted geometry.

As for the expectation value of S²: 2.01. The value obtained for the max |F| is 3.8 eV Å⁻¹. As for the spin multiplicity: 3. As for the relative energy (zero: lowest compared OMol25 entry of this formula, charge and spin): 0.0 kcal/mol. For the HOMO-LUMO gap (spin up / spin down), the calculation gives 4.55 / 4.92 eV.

Cartesian coordinates (Å):
O  2.926  -1.153  -1.045
N  0.695  0.601  -0.002
O  -0.029  0.775  -2.271
H  -3.420  -2.098  1.036
H  1.195  2.469  -0.821
C  1.250  1.943  0.088
H  2.300  1.877  0.257
H  3.081  -0.597  -1.862
C  1.003  -0.420  1.041
H  0.062  -0.935  1.253
S  0.296  -0.199  -1.304
H  1.749  -1.091  0.568
S  -2.924  -0.314  -0.465
H  -4.837  -1.230  0.589
O  -1.499  -0.872  -0.370
C  -3.806  -1.340  0.407
H  1.254  0.084  1.980
H  0.704  2.500  0.922

---

(4)
DFT (ωB97M-V/def2-TZVPD) results for C11H92AlBrO39P as an isolated structure at a distorted geometry.

The value obtained for the max |F| is 4.9 eV Å⁻¹. Its net charge is -1. For the HOMO-LUMO gap, the calculation gives 7.03 eV.

Cartesian coordinates (Å):
O  -4.523  4.638  0.487
H  -1.613  8.174  5.543
O  -7.041  1.939  1.297
H  7.898  3.023  -5.597
H  -0.873  3.769  7.752
H  -1.235  -3.242  2.523
H  -0.598  3.060  -5.972
C  -3.807  1.215  1.395
O  -5.723  5.313  -2.588
C  -3.963  1.635  -0.963
H  -1.949  6.910  3.085
Al  0.401  -1.905  -1.283
H  0.125  -6.545  -2.514
O  -4.183  0.674  0.099
H  -3.136  2.126  1.295
O  2.973  1.648  -2.698
H  -1.361  2.873  4.473
H  -3.788  3.808  2.721
H  -1.753  -0.547  4.370
H  -2.240  2.420  -2.120
O  -0.539  -0.681  -6.209
C  -2.777  -0.963  -3.181
H  -2.318  5.012  9.337
H  -6.080  -0.666  -1.495
O  4.703  -4.884  4.736
H  7.105  4.591  -3.803
H  2.744  -8.364  1.999
O  -3.325  3.620  3.548
H  -4.041  0.945  -3.569
H  -2.715  8.987  4.877
O  0.528  2.126  -1.930
O  2.438  -7.917  1.199
H  5.684  1.297  -4.156
H  2.130  1.595  0.179
C  -2.999  0.625  -3.200
H  0.230  3.185  6.881
H  7.280  -2.312  3.082
O  0.622  10.594  5.725
H  -2.273  1.041  -3.995
H  -2.101  2.831  -6.030
O  -1.823  8.649  4.728
H  -2.357  -1.150  -0.916
O  5.769  1.158  -3.205
H  3.969  3.208  -4.834
H  -0.016  -9.523  -1.288
H  -3.181  0.408  1.919
H  10.959  1.761  -5.962
H  4.935  0.312  3.233
O  -3.349  -8.584  -0.549
H  -3.942  2.723  -0.597
H  -4.050  -8.028  -3.775
O  2.263  0.746  -0.298
H  -5.272  6.105  -2.899
O  -1.376  -0.684  3.492
H  0.143  3.099  4.526
O  0.043  3.920  7.477
O  -4.301  -2.340  4.431
H  -4.712  1.507  2.020
H  3.903  -4.601  4.275
O  1.144  -3.092  1.996
H  -5.435  -8.396  -3.266
H  3.407  -6.376  -0.600
H  -0.468  -4.330  -2.096
H  -5.465  4.423  0.548
H  -1.130  -9.520  -0.253
H  2.935  -2.680  -0.812
H  0.423  -0.692  -6.284
H  5.975  -2.409  5.810
H  6.020  0.372  4.298
H  -0.765  0.259  -6.240
H  -6.382  1.706  0.626
O  -0.562  2.583  4.934
H  2.106  -1.134  -3.252
H  1.662  -8.427  0.929
H  0.873  -9.634  3.947
H  -4.448  5.488  0.937
H  5.775  -2.535  3.043
H  -0.504  -1.062  3.668
H  -5.195  5.026  -1.830
O  5.812  -2.240  6.748
O  6.227  4.962  -3.961
H  -0.705  -3.033  -3.362
H  -0.322  -1.012  -0.180
H  4.866  -2.395  6.851
H  10.645  0.409  -6.581
H  0.484  -0.310  -3.497
H  5.132  3.688  -5.689
H  0.931  10.137  6.516
O  4.045  6.945  -3.269
H  -3.600  -1.416  -3.852
H  5.862  5.085  -3.075
O  1.434  -10.073  3.296
H  -3.332  3.946  8.950
H  -2.961  -3.663  -2.681
H  -3.646  -2.592  3.763
H  -2.643  -8.071  -0.967
C  1.924  -2.909  -0.340
H  0.840  -10.243  2.553
H  2.157  -5.875  0.102
H  3.316  6.329  -3.413
O  4.561  2.923  -5.542
H  -4.148  -8.300  -1.012
O  5.714  0.817  3.498
C  -0.813  -3.243  -2.231
O  -2.198  -3.225  2.608
C  1.248  -0.632  -2.697
O  6.575  -2.819  3.503
O  -0.773  -6.891  -2.601
H  -0.764  5.957  3.033
Br  3.366  -1.414  2.045
P  1.805  1.001  -1.908
C  -2.642  1.378  -1.833
C  1.968  -2.599  1.204
C  -2.366  -3.167  -1.833
H  -5.033  -2.949  4.280
H  4.689  6.708  -3.950
H  -7.770  1.331  1.130
H  -0.153  10.088  5.449
H  1.716  -4.032  -0.459
O  -1.305  2.541  -5.568
O  2.538  -5.999  -0.776
H  0.474  5.748  -1.052
O  10.344  1.324  -6.564
O  -4.705  -7.786  -3.109
H  -1.794  -1.179  -3.708
H  -4.860  1.547  -1.667
O  -6.393  -0.206  -2.285
H  4.861  1.255  -2.877
C  -2.938  -1.647  -1.753
H  -1.795  0.873  -1.242
H  -1.266  -6.164  -3.001
H  -2.417  -2.284  2.555
H  0.126  2.064  -2.828
H  0.153  4.394  -1.666
O  -1.724  5.970  3.115
H  -7.167  -0.713  -2.560
H  -2.549  -3.752  -0.874
H  5.409  -4.378  4.313
O  -2.392  4.157  8.896
O  -0.182  -9.362  -0.352
O  -0.140  5.315  -1.655
H  -3.069  4.494  3.876
H  9.270  3.403  -6.131
O  8.627  3.640  -5.453
H  -4.032  -1.760  -1.412